(1)
Density functional theory data (ωB97M-V with the def2-TZVPD basis set) for an isolated molecule of C4H8N2OS.

XYZ file:
```
16
Properties=species:S:1:pos:R:3:forces:R:3:nbo_charge:R:1
C -0.40587 -0.93898 -0.34381 0.1 -0.5 -1.4 -0.048
C -0.17140 -0.83950 1.09727 1.8 -0.5 -0.2 -0.404
C 0.35669 0.27327 0.17183 0.4 -0.8 0.9 -0.049
C 1.79549 0.29529 -0.20257 1.2 0.3 0.8 0.283
H -2.40230 -1.15564 -0.40553 -0.3 0.0 0.2 0.368
H -1.84233 -0.80683 -1.86520 0.5 0.0 -0.2 0.379
H 0.24118 -1.70924 -0.83291 -0.6 0.9 0.1 0.235
H 0.57160 -1.50123 1.57407 -0.4 0.4 -0.6 0.253
H -0.98088 -0.60632 1.71243 -1.2 0.7 0.8 0.216
H -0.47411 1.92537 1.12315 -0.1 -0.2 0.1 0.384
H -1.09174 1.47969 -0.36475 -0.5 0.4 0.0 0.404
H 1.33885 2.09521 -0.35369 0.9 -0.6 -0.1 0.504
N -1.70421 -0.61340 -0.88698 -0.2 -0.4 0.7 -0.849
N -0.26086 1.57286 0.20174 0.2 -0.4 -0.7 -0.849
O 2.19666 1.54368 -0.45365 -0.9 -0.3 -0.1 -0.653
S 2.83323 -1.01422 -0.17141 -0.9 1.1 -0.2 -0.174
```
Positions in Å, forces in eV/Å.

As for the multiplicity: 1. The gap between HOMO and LUMO is 9.032 eV. As for the SMILES: N[C@@H]1C[C@@]1(N)C(O)=S. As for the energy relative to the best compared isomer or geometry (same formula, charge and spin): 23.3 kcal/mol. Its electronic energy is -740.124893 Ha.

***

(2)
Density functional theory data (ωB97M-V with the def2-TZVPD basis set) for an isolated molecule of C4H8N2OS.

XYZ file:
```
16
Properties=species:S:1:pos:R:3:forces:R:3:nbo_charge:R:1
C -0.36044 -0.35880 2.09272 0.6 -1.8 1.6 -0.618
C 0.09811 0.65134 1.14127 2.3 2.2 -1.5 -0.117
C 1.33766 0.15758 0.36782 2.4 -1.9 1.7 -0.070
C -0.38918 0.33419 -0.94802 -2.3 0.0 -1.4 0.668
H 0.48312 -0.83447 2.73674 -1.1 1.4 -1.0 0.216
H -1.12070 0.01872 2.75700 -0.4 -0.1 0.2 0.223
H -0.68970 -1.21803 1.54344 -0.8 -0.6 -0.3 0.211
H 0.44237 1.53692 1.64765 -0.2 0.5 0.4 0.198
H 1.99592 -0.73069 0.95523 -2.1 2.1 -1.7 0.183
H 2.10560 0.89861 0.09751 -0.5 0.2 0.3 0.187
H -2.23754 0.26148 -2.08059 3.2 -0.3 -0.4 0.437
H -0.26174 -1.42732 -3.75239 -0.1 -0.3 0.1 0.097
N -1.16641 0.03524 -2.13254 0.2 0.6 1.5 -0.799
N -0.81566 1.10059 -0.00603 0.9 -2.3 0.7 -0.520
O 0.80031 -0.31838 -0.84692 -1.1 -0.3 -0.7 -0.502
S -0.22172 -0.10700 -3.57292 -1.1 0.6 0.3 0.205
```
Positions in Å, forces in eV/Å.

As for the multiplicity: 1. The gap between HOMO and LUMO is 10.052 eV. As for the SMILES: C[C@H]1COC(NS)=N1. As for the energy relative to the best compared isomer or geometry (same formula, charge and spin): 44.7 kcal/mol. Its electronic energy is -740.090756 Ha.